ORCA calculation (ωB97M-V/def2-TZVPD) on a molecular structure, C38H36N6O2SiTi.

Summary:
F_max: 0.81 eV/A
electronic energy: -84014.9935 eV
HOMO-LUMO gap: 6.25 eV
ΔE to the lowest compared entry with this formula, charge and spin: 5.804 eV

Atoms and positions in Å:
Ti1 0.51619 -0.33183 -0.35423
O1 -1.41591 0.77190 0.70121
C1 -2.51136 0.01474 1.21752
C2 -3.68502 0.06644 0.50790
C3 -4.77145 -0.67005 0.96540
C4 -4.65138 -1.44011 2.11067
C5 -3.44397 -1.48139 2.79266
C6 -2.34339 -0.74626 2.36505
C7 -1.05268 -0.92165 3.05116
N1 -0.05853 -0.16422 2.87977
C8 1.20054 -0.55973 3.47109
C9 2.23006 -0.64135 2.34210
N2 1.61041 -1.25820 1.17361
C10 1.82270 -2.47808 0.87613
C11 1.20780 -3.03599 -0.35972
C12 1.67291 -3.60369 -2.41251
C13 0.44424 -4.25776 -2.98000
C14 -0.72790 -4.38092 -2.34747
C15 -1.13725 -3.64388 -1.15768
C16 -0.31709 -2.92676 -0.37104
O2 -0.71550 -1.79557 0.21952
H1 -3.74181 0.67388 -0.38536
H2 -5.70498 -0.64071 0.41985
H3 -5.49184 -2.02057 2.46572
H4 -3.33951 -2.10994 3.66903
H5 -1.00091 -1.79965 3.70874
H6 1.12605 -1.52744 3.98596
H7 1.52021 0.19443 4.19304
H8 3.10777 -1.21563 2.64847
H9 2.56332 0.35372 2.04337
H10 2.48219 -3.10046 1.48246
H11 2.51416 -3.67575 -3.09979
H12 0.58291 -4.78455 -3.91675
H13 -1.50027 -4.96085 -2.84076
H14 -2.18645 -3.37190 -1.10111
C17 -1.52396 -0.69142 -5.63684
C18 -2.10137 -0.35759 -4.41896
C19 -1.42158 -0.57443 -3.23179
C20 -0.12972 -1.11361 -3.23745
C21 0.45354 -1.43579 -4.46991
C22 -0.24547 -1.23657 -5.64788
N3 0.52959 -1.27400 -2.04524
C23 1.55493 -2.20706 -1.73832
C24 1.93720 -4.24124 -1.00687
C25 3.40564 -4.38053 -0.74931
C26 4.30291 -3.38354 -0.82479
C27 4.02007 -1.96781 -0.97178
C28 2.83103 -1.43541 -1.34896
N4 2.36073 -0.20860 -1.01264
N5 3.07353 0.88318 -0.60846
C29 2.21704 1.88654 -0.56439
C30 2.66269 3.24019 -0.40135
C31 1.82365 4.25467 -0.70542
C32 0.48687 3.98265 -1.12601
C33 0.05467 2.70189 -1.10229
N6 0.85300 1.64514 -0.75854
H15 -2.06019 -0.53131 -6.56243
H16 -3.10096 0.05938 -4.38999
H17 -1.90575 -0.36719 -2.28127
H18 1.46298 -1.82774 -4.49432
H19 0.22260 -1.49678 -6.58941
H20 1.42196 -5.18817 -0.86533
H21 3.76893 -5.38793 -0.58491
H22 5.34381 -3.64287 -0.66038
H23 4.76224 -1.27045 -0.59938
H24 3.69438 3.40157 -0.12247
H25 2.17165 5.27847 -0.64677
H26 -0.18700 4.77529 -1.41610
H27 -0.96937 2.44571 -1.34621
C34 -0.93122 4.17134 4.65171
Si1 -1.11101 4.56156 2.83700
C35 -2.68078 5.51661 2.52403
C36 0.36777 5.50227 2.21241
C37 -1.22637 2.96658 1.93463
C38 -1.30072 1.92116 1.34356
H28 -0.91224 5.08220 5.25401
H29 -0.00731 3.62080 4.83879
H30 -1.76452 3.55436 4.99376
H31 -2.68124 6.46622 3.06340
H32 -3.55114 4.94173 2.84611
H33 -2.79463 5.72974 1.45943
H34 0.47270 6.44544 2.75418
H35 0.25925 5.72748 1.15044
H36 1.28692 4.92768 2.33866

Cartesian forces (eV/Å) of the 3 atoms listed first:
-0.220 0.476 -0.617
-0.195 -0.020 0.098
0.123 0.136 -0.094

ORCA calculation (ωB97M-V/def2-TZVPD) on a molecular structure, C38H37AuBFN5P2S2.

Summary:
F_max: 0.19 eV/A
total charge: +1
electronic energy: -94790.0517 eV
HOMO-LUMO gap: 7.38 eV
ΔE to the lowest compared entry with this formula, charge and spin: 0.000 eV

Atoms and positions in Å:
Au1 0.64524 0.00393 0.01983
C1 -1.63386 -2.77206 -2.98209
N1 -1.05630 -3.31256 -1.76121
C2 -0.58120 -4.59448 -1.61200
C3 -0.23234 -4.72400 -0.31197
N2 -0.49670 -3.53778 0.33285
B1 -0.43239 -3.41241 1.90271
N3 1.01047 -2.98379 2.37232
C4 2.00664 -3.85079 2.74743
C5 3.04083 -3.12673 3.24129
N4 2.67190 -1.80562 3.15878
C6 3.46513 -0.68216 3.63651
C7 1.43327 -1.73976 2.62899
S1 0.54161 -0.28260 2.37693
C8 -0.98995 -2.67758 -0.57100
S2 -1.54012 -1.04541 -0.34024
H1 -1.49664 -3.50420 -3.77339
H2 -1.13968 -1.84391 -3.25258
H3 -2.69597 -2.58060 -2.84294
H4 -0.55630 -5.29194 -2.42976
H5 0.14614 -5.57621 0.22242
H6 -1.22679 -2.60293 2.26910
H7 -0.60807 -4.52138 2.33282
H8 1.88332 -4.91537 2.66237
H9 3.98732 -3.42858 3.65289
H10 4.51735 -0.91194 3.48996
H11 3.26887 -0.50855 4.69342
H12 3.20170 0.20466 3.06700
N5 0.12307 2.49020 -1.74525
P1 0.79710 1.00814 -2.12481
C9 -0.15684 0.40396 -3.53626
C10 -1.54617 0.53797 -3.49866
C11 -2.31547 0.07346 -4.55268
C12 -1.70663 -0.52942 -5.64616
C13 -0.32640 -0.66496 -5.68736
C14 0.44995 -0.20149 -4.63531
C15 2.46405 1.26709 -2.75223
C16 3.32070 0.17339 -2.86657
C17 4.60278 0.34481 -3.36026
C18 5.03900 1.61070 -3.72949
C19 4.19365 2.70299 -3.60594
C20 2.90656 2.53353 -3.11683
P2 -0.52805 2.72595 -0.15669
C21 -2.18176 3.36995 -0.54568
C22 -3.24742 2.47352 -0.46529
C23 -4.52892 2.87913 -0.80971
C24 -4.75100 4.18330 -1.22805
C25 -3.69644 5.08511 -1.29701
C26 -2.41554 4.68283 -0.95280
C27 0.36405 4.19274 0.44082
C28 0.26869 4.46438 1.80538
C29 0.93687 5.54896 2.35209
C30 1.71898 6.36182 1.54277
C31 1.82941 6.09031 0.18639
C32 1.15360 5.00979 -0.36295
H13 -0.14695 3.10516 -2.50476
H14 -2.02951 0.99756 -2.64568
H15 -3.39122 0.18492 -4.52095
H16 -2.30918 -0.88669 -6.47092
H17 0.15022 -1.12254 -6.54412
H18 1.52668 -0.29423 -4.68627
H19 2.99109 -0.81129 -2.55196
H20 5.26776 -0.50449 -3.44415
H21 6.04431 1.74536 -4.10579
H22 4.53691 3.68977 -3.88641
H23 2.25469 3.39058 -3.00844
H24 -3.07443 1.45861 -0.12275
H25 -5.35366 2.18232 -0.73876
H26 -5.75109 4.50327 -1.48954
H27 -3.87580 6.10543 -1.60944
H28 -1.59947 5.39549 -0.98409
H29 -0.32534 3.81943 2.44444
H30 0.85510 5.75454 3.41115
H31 2.24650 7.20411 1.97038
H32 2.44146 6.72140 -0.44482
H33 1.25463 4.79839 -1.42033
F1 6.65520 1.08437 0.72008
C33 5.33223 0.87790 0.59129
C34 4.87430 -0.41064 0.40036
C35 3.50673 -0.61344 0.26170
C36 2.62543 0.46092 0.31256
C37 3.11144 1.74310 0.51920
C38 4.47711 1.96026 0.65922
H34 5.57815 -1.23143 0.35681
H35 3.14152 -1.62415 0.11173
H36 2.43876 2.58986 0.57704
H37 4.87784 2.95264 0.81825

Cartesian forces (eV/Å) of the 3 atoms listed first:
0.119 -0.110 -0.017
0.087 -0.016 0.003
0.015 -0.038 -0.018

Q: Which formula does entry 1 have?
A: C38H36N6O2SiTi

Q: Which value of ΔE to the lowest compared entry with this formula, charge and spin does entry 1 give?
A: 5.804 eV

Q: The highest ΔE to the lowest compared entry with this formula, charge and spin belongs to which entry?
A: C38H36N6O2SiTi